[1]
{
  "formula": "C4H16O3",
  "method": "ωB97M-V/def2-TZVPD",
  "orbital_gap_ev": 11.5,
  "homo_ev": -11.07,
  "mol_weight_g_mol": 112.17,
  "species": ["O", "O", "O", "C", "C", "C", "C", "H", "H", "H", "H", "H", "H", "H", "H", "H", "H", "H", "H", "H", "H", "H", "H"],
  "xyz": [[1.643, -2.991, -1.230], [1.216, -1.341, 1.676], [2.815, -0.285, -0.632], [-0.602, 1.270, -0.009], [-0.636, 2.469, -0.964], [-1.900, 0.459, -0.002], [-2.043, -0.343, 1.272], [1.018, -1.313, 0.730], [2.576, 0.094, 0.226], [-2.342, 0.242, 2.140], [-1.160, -0.907, 1.579], [3.747, -0.507, -0.512], [-1.954, -0.207, -0.869], [-0.371, 1.616, 0.999], [1.734, -2.149, 1.771], [-1.545, 3.065, -0.847], [2.187, -2.198, -1.148], [-2.735, 1.166, -0.083], [-2.814, -1.121, 1.209], [0.210, 0.640, -0.393], [-0.548, 2.147, -2.002], [0.212, 3.124, -0.783], [1.292, -2.929, -2.129]]
}

=====

[2]
{
  "formula": "C4H16O4",
  "method": "ωB97M-V/def2-TZVPD",
  "orbital_gap_ev": 10.9,
  "homo_ev": -10.30,
  "mol_weight_g_mol": 128.17,
  "species": ["O", "O", "O", "O", "C", "C", "C", "C", "H", "H", "H", "H", "H", "H", "H", "H", "H", "H", "H", "H", "H", "H", "H", "H"],
  "xyz": [[-10.345, 13.932, -13.941], [-10.099, 6.712, -16.302], [-14.920, 15.269, -9.636], [-5.399, 10.579, -8.349], [-5.963, 11.592, -9.193], [-9.183, 6.712, -15.272], [-16.094, 16.076, -9.845], [-9.139, 14.399, -14.556], [-16.424, 16.662, -8.987], [-15.983, 16.785, -10.666], [-8.196, 6.976, -15.651], [-6.144, 11.268, -10.218], [-10.657, 13.165, -14.425], [-9.157, 5.730, -14.798], [-6.998, 11.758, -8.893], [-10.011, 5.915, -16.831], [-8.434, 13.592, -14.759], [-16.902, 15.383, -10.078], [-9.428, 14.844, -15.508], [-14.509, 15.033, -10.471], [-5.386, 12.514, -9.252], [-9.513, 7.262, -14.391], [-8.772, 15.224, -13.946], [-4.970, 9.822, -8.757]]
}